#a
A cluster of 10 separate species, C31H89N13O10 in total. Source: the Open Molecules 2025 dataset; level of theory: wB97M-V/def2-TZVPD.

## Properties
net charge: 0
Kohn-Sham gap: 9.0 eV

Element x y z (Å)
C (-0.0825, -3.6552, 2.9484)
C (0.9900, -2.6307, 2.7522)
C (2.2808, -3.0377, 3.3721)
O (2.3146, -2.7296, 4.7843)
C (2.1758, -3.7175, 5.7587)
N (1.1961, -2.3090, 1.3232)
H (0.2206, -4.6860, 2.7650)
H (-0.9698, -3.4733, 2.3420)
H (-0.4484, -3.7441, 3.9713)
H (0.6525, -1.7046, 3.2175)
H (3.1105, -2.5240, 2.8864)
H (2.4387, -4.0921, 3.1453)
H (2.4578, -3.3729, 6.7536)
H (2.8036, -4.5015, 5.3352)
H (1.1532, -4.0338, 5.9647)
H (1.8963, -1.6309, 1.0588)
H (1.5763, -3.0571, 0.7612)
C (-3.9878, -0.2761, -3.3607)
C (-5.2225, -0.5389, -2.5935)
C (-6.4802, -0.1117, -3.3854)
O (-6.4926, 1.2762, -3.7952)
C (-7.1136, 2.1876, -2.8850)
N (-5.1650, -1.9678, -2.3004)
H (-4.0452, -0.6659, -4.3770)
H (-3.1333, -0.7879, -2.9181)
H (-3.6152, 0.7468, -3.3056)
H (-5.2503, -0.0141, -1.6386)
H (-7.4546, -0.3685, -2.9698)
H (-6.4988, -0.7175, -4.2914)
H (-8.1951, 2.1081, -2.7749)
H (-6.7914, 3.1936, -3.1538)
H (-6.6095, 1.7974, -2.0009)
H (-6.0121, -2.3895, -2.6535)
H (-5.2485, -1.9494, -1.2940)
C (4.7454, 4.9855, -2.6034)
C (4.8564, 3.6197, -3.2637)
C (3.4285, 3.0672, -3.6705)
O (2.5508, 2.8746, -2.6038)
C (1.1523, 2.7202, -2.8796)
N (5.6789, 3.7565, -4.4271)
H (3.9911, 4.9858, -1.8165)
H (4.3585, 5.7956, -3.2215)
H (5.6836, 5.3080, -2.1519)
H (5.3587, 2.8515, -2.6757)
H (3.4689, 2.1940, -4.3217)
H (3.0667, 3.8949, -4.2806)
H (0.7526, 2.2418, -1.9855)
H (1.0470, 1.9698, -3.6631)
H (0.7448, 3.7192, -3.0348)
H (6.6143, 4.0871, -4.2380)
H (5.8431, 2.9679, -5.0364)
C (5.3106, -2.1928, 0.7483)
C (5.5674, -0.7479, 0.3597)
C (4.4059, 0.2180, 0.7183)
O (3.1268, -0.2726, 0.4036)
C (2.8096, -0.4100, -0.9569)
N (6.8262, -0.3662, 0.8377)
H (4.2924, -2.5072, 0.5191)
H (5.5536, -2.2644, 1.8084)
H (5.8633, -3.0079, 0.2811)
H (5.5262, -0.7164, -0.7291)
H (4.5087, 1.1883, 0.2325)
H (4.3725, 0.3655, 1.7977)
H (2.3596, 0.5310, -1.2734)
H (1.9611, -1.0545, -1.1867)
H (3.5770, -0.6779, -1.6831)
H (7.0142, 0.6259, 0.8607)
H (6.8846, -0.6769, 1.7970)
C (-1.4360, -3.3894, -0.9372)
C (-1.8980, -4.9343, -0.7665)
C (-3.0600, -5.2391, 0.3313)
O (-3.6217, -6.5301, 0.3209)
C (-2.7272, -7.5996, 0.5812)
N (-2.5560, -5.2280, -2.0459)
H (-2.2578, -2.7002, -0.7431)
H (-0.9974, -3.1239, -1.8990)
H (-0.5844, -3.1743, -0.2916)
H (-0.9205, -5.4159, -0.7397)
H (-3.8470, -4.4933, 0.2191)
H (-2.6096, -5.2304, 1.3239)
H (-1.8748, -7.6926, -0.0917)
H (-3.2899, -8.5290, 0.4936)
H (-2.4162, -7.5401, 1.6242)
H (-2.8301, -6.1889, -2.1929)
H (-3.3797, -4.6461, -1.9926)
C (1.0235, 0.7619, 3.7225)
C (0.7228, 1.0068, 5.2267)
C (0.1724, -0.2316, 5.9858)
O (-0.1416, 0.0151, 7.3594)
C (-0.0121, -1.2260, 8.1177)
N (1.8475, 1.3439, 6.0108)
H (1.9649, 0.2125, 3.7279)
H (1.2370, 1.6022, 3.0620)
H (0.2387, 0.1983, 3.2180)
H (-0.0446, 1.7771, 5.3028)
H (0.7665, -1.1386, 5.8741)
H (-0.6729, -0.5777, 5.3910)
H (-0.3389, -1.0314, 9.1392)
H (1.0337, -1.5242, 8.1920)
H (-0.4209, -2.0781, 7.5746)
H (2.5685, 0.7081, 5.7007)
H (1.6457, 1.2126, 6.9917)
C (1.1081, 3.8037, 1.0045)
C (-0.0287, 4.8229, 0.7791)
C (-1.2346, 4.5214, 1.6902)
O (-1.9867, 3.3895, 1.2395)
C (-2.7500, 2.7897, 2.3130)
N (0.4455, 6.2248, 0.9648)
H (1.8955, 3.8381, 0.2515)
H (0.7485, 2.7751, 1.0333)
H (1.4821, 3.9954, 2.0102)
H (-0.1883, 4.7226, -0.2945)
H (-1.9563, 5.3378, 1.6608)
H (-0.8975, 4.2806, 2.6984)
H (-2.2764, 1.9472, 2.8170)
H (-3.5952, 2.3489, 1.7843)
H (-3.2304, 3.4307, 3.0523)
H (0.8008, 6.2634, 1.9095)
H (1.0747, 6.6169, 0.2789)
C (0.5447, -0.6352, -5.2840)
O (0.6741, -1.1056, -6.4064)
N (-0.5864, -0.4568, -4.6351)
N (1.5991, -0.1231, -4.6110)
H (-1.4216, -0.8174, -5.0739)
H (-0.4341, -0.2950, -3.6499)
H (1.4453, 0.2730, -3.6948)
H (2.5398, -0.3125, -4.9263)
C (-3.0404, 2.9940, -4.2196)
O (-2.4439, 3.5404, -3.3532)
N (-4.2726, 3.2792, -4.4412)
N (-2.5346, 2.0548, -4.9462)
H (-4.6201, 3.7230, -3.6031)
H (-4.8598, 2.7393, -5.0607)
H (-1.8116, 1.5284, -4.4769)
H (-3.0225, 1.6775, -5.7460)
C (-0.9180, 0.3960, -0.8415)
O (-0.6492, -0.1113, -1.9198)
N (-1.7567, 1.4517, -0.7351)
N (-0.5015, 0.0965, 0.4234)
H (-1.8184, 2.0709, 0.0604)
H (-2.0624, 1.8061, -1.6301)
H (-0.5538, 0.7845, 1.1610)
H (0.0577, -0.7387, 0.5230)

=====

#b
A cluster of 10 separate species, C31H89N13O10 in total. Source: the Open Molecules 2025 dataset; level of theory: wB97M-V/def2-TZVPD.

## Properties
net charge: 0
Kohn-Sham gap: 8.8 eV

Element x y z (Å)
C (-1.3698, -0.4633, 4.6179)
O (-1.3604, -0.1996, 3.4245)
N (-0.6824, -1.5483, 5.1499)
N (-2.1044, 0.2506, 5.5150)
H (-0.4625, -1.4063, 6.1224)
H (0.0353, -1.8919, 4.5272)
H (-2.1429, 0.0496, 6.4965)
H (-2.6755, 1.0060, 5.1843)
C (0.5739, -0.4619, 0.5039)
O (1.3235, -0.4086, -0.4932)
N (0.6003, -1.5297, 1.3655)
N (-0.2139, 0.5751, 0.8516)
H (0.5269, -1.2947, 2.3465)
H (1.3365, -2.1780, 1.1348)
H (-0.4081, 1.3120, 0.1922)
H (-0.7458, 0.4787, 1.7057)
C (0.9980, -2.2112, -3.5226)
O (0.9225, -2.6798, -4.6538)
N (0.0984, -2.5077, -2.5290)
N (2.0082, -1.3586, -3.1232)
H (0.1185, -2.0210, -1.6518)
H (-0.6186, -3.1579, -2.7908)
H (1.8760, -0.8543, -2.2543)
H (2.4878, -0.9388, -3.9015)
C (1.7787, 4.7682, -1.8722)
C (1.5498, 3.2966, -1.5889)
C (2.7620, 2.4710, -1.9730)
O (2.9415, 2.4473, -3.3688)
C (4.1450, 1.8198, -3.7225)
N (1.2826, 3.1417, -0.1481)
H (2.1210, 4.8850, -2.9053)
H (2.5649, 5.2177, -1.2627)
H (0.8480, 5.3347, -1.8185)
H (0.6301, 2.9602, -2.0714)
H (2.6446, 1.4405, -1.6035)
H (3.6696, 2.8666, -1.4882)
H (4.1474, 1.5834, -4.7839)
H (4.2935, 0.8703, -3.1831)
H (5.0080, 2.4458, -3.4579)
H (1.2906, 2.1562, 0.0847)
H (2.0053, 3.5928, 0.4038)
C (-2.7533, 4.8440, -2.3531)
C (-2.8537, 4.5703, -0.8749)
C (-4.1471, 3.7583, -0.6828)
O (-5.3182, 4.4577, -0.9624)
C (-5.7876, 5.2214, 0.1316)
N (-1.7298, 3.7318, -0.3968)
H (-2.6798, 3.9114, -2.9128)
H (-1.8458, 5.4006, -2.6181)
H (-3.5750, 5.3886, -2.8213)
H (-2.9952, 5.4642, -0.2516)
H (-4.1711, 3.2526, 0.2996)
H (-4.0824, 2.9302, -1.4005)
H (-5.0231, 5.9295, 0.4758)
H (-6.0008, 4.5532, 0.9754)
H (-6.6649, 5.7703, -0.1920)
H (-0.9163, 4.3090, -0.2053)
H (-2.0453, 3.4463, 0.5329)
C (4.4718, -2.2934, 0.2158)
C (5.3139, -2.2224, -1.0565)
C (6.6354, -2.9358, -0.9014)
O (7.3079, -2.4717, 0.2563)
C (8.4979, -3.1630, 0.5017)
N (4.6200, -2.8354, -2.2230)
H (3.8705, -3.2049, 0.3260)
H (3.8023, -1.4432, 0.3692)
H (5.1158, -2.3067, 1.1060)
H (5.4921, -1.1593, -1.2372)
H (7.2672, -2.7704, -1.7806)
H (6.4418, -4.0137, -0.7861)
H (8.8715, -2.8576, 1.4773)
H (9.2563, -2.9109, -0.2543)
H (8.3890, -4.2552, 0.4950)
H (3.7339, -2.3200, -2.2751)
H (4.2742, -3.7218, -1.8481)
C (3.1469, 0.3237, 3.1729)
C (3.3900, -0.8207, 4.1431)
C (3.7954, -0.3519, 5.5278)
O (4.8106, 0.6133, 5.3922)
C (5.5535, 0.8185, 6.5753)
N (2.2292, -1.6992, 4.2292)
H (2.3664, 1.0029, 3.5365)
H (2.7500, -0.0461, 2.2236)
H (4.0547, 0.8855, 2.9718)
H (4.3139, -1.2959, 3.7770)
H (4.1316, -1.2100, 6.1270)
H (2.9429, 0.1051, 6.0606)
H (6.1893, 1.6795, 6.3551)
H (6.2129, -0.0169, 6.8259)
H (4.9205, 1.1003, 7.4230)
H (2.2656, -2.4884, 3.5903)
H (2.2007, -2.1605, 5.1370)
C (-3.2046, -6.4706, 2.5498)
C (-2.0692, -5.5696, 3.0292)
C (-1.6510, -4.5961, 1.9712)
O (-1.0156, -5.3474, 0.9278)
C (-0.1960, -4.5406, 0.1250)
N (-2.6239, -4.8206, 4.1938)
H (-3.4469, -7.2188, 3.3077)
H (-2.9187, -7.0265, 1.6490)
H (-4.1266, -5.9578, 2.2750)
H (-1.2729, -6.2458, 3.3514)
H (-0.9584, -3.8277, 2.3397)
H (-2.5082, -4.1060, 1.4960)
H (-0.7156, -3.7522, -0.4220)
H (0.2961, -5.1775, -0.6129)
H (0.6236, -4.1382, 0.7337)
H (-2.5753, -5.4163, 5.0146)
H (-2.0288, -4.0293, 4.4363)
C (-1.7938, 0.9436, -2.9841)
C (-2.0772, 1.1141, -4.4664)
C (-1.0660, 1.9697, -5.1749)
O (-1.1452, 3.2892, -4.6593)
C (-0.3077, 4.1877, -5.3325)
N (-2.3460, -0.1874, -5.1136)
H (-0.8824, 0.3529, -2.8003)
H (-2.5768, 0.4091, -2.4462)
H (-1.5865, 1.9095, -2.5163)
H (-3.0470, 1.6289, -4.4745)
H (-1.2685, 2.0306, -6.2613)
H (-0.0336, 1.5815, -5.1486)
H (-0.2971, 5.1319, -4.7884)
H (-0.6856, 4.3270, -6.3532)
H (0.7353, 3.8578, -5.3549)
H (-1.4898, -0.7298, -5.1912)
H (-2.6804, 0.0178, -6.0487)
C (-6.4920, 1.5925, -0.2508)
C (-6.1131, 0.5246, -1.2617)
C (-5.8754, -0.8324, -0.5528)
O (-5.2802, -0.7400, 0.7327)
C (-3.8894, -0.6209, 0.6697)
N (-7.2081, 0.4040, -2.2494)
H (-6.7779, 2.5158, -0.7539)
H (-5.5785, 1.8607, 0.3064)
H (-7.1680, 1.3569, 0.5717)
H (-5.1580, 0.7799, -1.7227)
H (-5.2916, -1.4826, -1.2164)
H (-6.8517, -1.2695, -0.3191)
H (-3.4154, -0.3048, 1.5992)
H (-3.5336, 0.1249, -0.0633)
H (-3.4051, -1.5567, 0.3461)
H (-6.9033, -0.2354, -2.9808)
H (-7.9684, -0.0617, -1.7606)

=====

Which of them is least stable? Easy: #a.

=====

#a
An isolated molecule of C2H5ClN2. Source: the Open Molecules 2025 dataset; level of theory: wB97M-V/def2-TZVPD.

## Properties
net charge: 0
Kohn-Sham gap: 10.1 eV

Element x y z (Å)
C (0.1395, 0.1175, 0.3426)
C (-0.9416, 0.4875, -0.5917)
H (1.6663, -1.1236, 0.6457)
H (0.7260, -1.3005, -0.8886)
H (0.9507, 0.5523, 2.0139)
H (-0.8986, 1.5527, -0.7547)
H (-1.9675, 0.3463, -0.1868)
N (0.8723, -0.9770, 0.0192)
N (0.2164, 0.8105, 1.4221)
Cl (-0.7636, -0.4658, -2.0216)

=====

#b
An isolated molecule of C2H5ClN2. Source: the Open Molecules 2025 dataset; level of theory: wB97M-V/def2-TZVPD.

## Properties
net charge: 0
Kohn-Sham gap: 9.7 eV

Element x y z (Å)
C (-0.5632, -0.6863, 0.2284)
C (0.0543, 0.6680, -0.0343)
H (1.1973, -1.8566, 2.7082)
H (0.5227, -0.2170, 2.5535)
H (-1.3085, -1.0999, -0.4783)
H (-0.1761, 1.5499, 0.5739)
H (1.1171, 0.5827, 0.0855)
N (0.8323, -1.0822, 2.0593)
N (-0.0705, -1.5610, 1.1179)
Cl (-0.2136, 1.1561, -1.6970)

=====

#c
An isolated molecule of C2H5ClN2. Source: the Open Molecules 2025 dataset; level of theory: wB97M-V/def2-TZVPD.

## Properties
net charge: 0
Kohn-Sham gap: 10.3 eV

Element x y z (Å)
C (-0.3800, -0.0448, -0.0408)
C (0.8099, -0.8447, 0.2666)
H (-1.0885, 1.8318, -0.2769)
H (0.6649, 1.6222, -0.0019)
H (-2.2170, -0.1972, -0.5667)
H (0.7914, -1.8567, -0.2509)
H (0.8386, -1.0003, 1.3763)
N (-0.3157, 1.2670, 0.0993)
N (-1.4017, -0.8021, -0.3544)
Cl (2.2981, 0.0247, -0.2505)

=====

Which of them is least stable? Easy: #b.